Entry 1:
Entry from the Open Molecules 2025 dataset: a molecular structure, C56H48F3N3NaO4PS in a non-equilibrium geometry (ωB97M-V/def2-TZVPD).

```
! RIJCOSX wB97M-V def2-TZVPD def2/J DEFGRID3
* xyz -2 1
Na -0.404 -0.244 -2.105
N 2.505 0.976 0.518
C 2.828 1.557 1.729
C 4.081 1.126 2.331
C 4.345 1.518 3.612
C 3.570 2.462 4.281
C 2.429 2.951 3.657
C 1.998 2.490 2.385
P 0.566 3.028 1.452
C 1.384 4.223 0.280
C 2.564 4.939 0.473
C 3.096 5.833 -0.465
C 2.450 6.011 -1.745
C 1.215 5.327 -1.915
C 0.730 4.448 -0.959
C -0.336 4.138 2.610
C -0.184 5.498 2.656
C -0.826 6.204 3.692
C -1.648 5.525 4.577
C -1.799 4.153 4.537
C -1.147 3.416 3.538
H 3.051 0.205 0.222
H 1.500 0.812 0.284
H 4.725 0.431 1.859
H 5.229 1.073 4.076
H 3.937 2.864 5.237
H 1.828 3.713 4.142
H 3.221 4.790 1.347
H 4.107 6.249 -0.244
H 2.872 6.669 -2.521
H 0.584 5.490 -2.774
H -0.206 3.913 -1.083
H 0.370 5.917 1.850
H -0.734 7.296 3.803
H -2.181 6.136 5.275
H -2.400 3.637 5.223
H -1.325 2.353 3.377
C -3.704 -3.683 -1.823
C -3.210 -3.984 -0.393
C -4.164 -4.899 0.341
O -1.834 -4.462 -0.372
C -0.967 -3.298 -0.417
C -1.927 -2.088 -0.174
O -3.154 -2.761 0.299
C -1.291 -1.031 0.824
O -0.248 -0.490 0.090
C -0.870 -1.704 2.075
C -1.221 -2.937 2.605
C -0.685 -3.381 3.801
C 0.184 -2.593 4.570
C 0.480 -1.319 4.106
C 0.000 -0.900 2.831
C -2.326 0.026 1.176
C -2.760 0.955 0.206
C -3.849 1.824 0.423
C -4.420 1.867 1.688
C -3.978 0.990 2.694
C -2.946 0.127 2.408
C -0.196 -3.234 -1.774
O -0.879 -2.543 -2.742
C -0.012 -4.748 -2.185
C -0.524 -5.217 -3.389
C -0.532 -6.599 -3.711
C -0.021 -7.535 -2.805
C 0.561 -7.031 -1.600
C 0.561 -5.649 -1.352
C 1.249 -2.694 -1.598
C 2.023 -2.770 -0.450
C 3.341 -2.314 -0.488
C 3.902 -1.801 -1.655
C 3.134 -1.747 -2.803
C 1.773 -2.093 -2.738
H -3.787 -4.533 -2.467
H -3.022 -3.018 -2.302
H -4.652 -3.238 -1.659
H -3.899 -5.948 0.076
H -5.162 -4.613 0.053
H -4.198 -4.788 1.425
H -0.372 -3.445 0.469
H -2.164 -1.595 -1.168
H -1.981 -3.514 1.974
H -0.943 -4.356 4.148
H 0.568 -2.910 5.504
H 1.045 -0.583 4.629
H 0.283 0.004 2.443
H -2.344 0.886 -0.809
H -4.152 2.365 -0.428
H -5.123 2.645 1.965
H -4.349 1.040 3.709
H -2.632 -0.521 3.221
H -0.994 -4.597 -4.100
H -0.927 -6.970 -4.644
H -0.069 -8.605 -2.927
H 0.916 -7.714 -0.827
H 0.977 -5.304 -0.439
H 1.596 -3.112 0.473
H 3.886 -2.281 0.418
H 4.897 -1.514 -1.683
H 3.696 -1.363 -3.717
H 1.187 -2.023 -3.630
F 0.751 2.991 -7.266
C 1.053 3.829 -6.259
F 1.996 4.753 -6.762
F -0.059 4.547 -6.018
C 1.494 3.017 -5.021
C 2.869 2.992 -4.708
C 3.321 2.218 -3.674
C 2.388 1.445 -3.005
N 1.106 1.394 -3.378
C 0.602 2.096 -4.430
S -0.998 1.769 -4.990
H 3.627 3.587 -5.205
H 4.317 2.226 -3.352
H 2.645 0.779 -2.201
N -5.869 -1.793 1.127
C -5.647 -2.364 2.148
H -5.368 -1.293 0.415
*
```

The total energy comes out at -104205.28700 eV. The calculation puts the HOMO energy at -2.4 eV.



Entry 2:
Entry from the Open Molecules 2025 dataset: a single C2H3NO molecule in a non-equilibrium geometry (ωB97M-V/def2-TZVPD).

```
! RIJCOSX wB97M-V def2-TZVPD def2/J DEFGRID3
* xyz 0 1
C -0.314 -0.401 -0.005
C -0.084 1.023 0.412
N 0.743 -0.699 -0.637
O 1.042 1.325 0.143
H -1.145 -0.956 0.400
H -1.038 1.403 0.608
H 0.796 -1.696 -0.923
*
```

The total energy comes out at -5657.28885 eV. As for the SMILES: [H]/N=C/C=O. The calculation puts the HOMO energy at -9.8 eV.



Entry 3:
Entry from the Open Molecules 2025 dataset: a gas-phase ion, C9H14NO2 (charge +1) in a non-equilibrium geometry (ωB97M-V/def2-TZVPD).

```
! RIJCOSX wB97M-V def2-TZVPD def2/J DEFGRID3
* xyz 1 1
C 0.000 0.329 3.129
C -0.757 0.448 2.041
C 1.146 1.115 3.022
C 1.152 1.749 1.810
C -0.066 1.236 0.947
C 0.188 0.156 -0.072
C -1.828 0.598 -1.429
C 0.089 -0.579 -2.181
C 1.968 -1.677 -0.160
N -0.550 0.115 -1.141
O -0.898 2.157 0.374
O 1.218 -0.532 0.298
H -0.334 -0.194 4.021
H -1.665 -0.050 1.782
H 1.997 1.150 3.673
H 1.852 2.365 1.351
H -2.675 -0.192 -1.176
H -2.153 1.474 -0.916
H -1.899 0.868 -2.501
H 0.089 -0.021 -3.195
H 1.104 -0.840 -1.876
H -0.508 -1.457 -2.482
H 2.759 -1.336 -0.839
H 1.355 -2.447 -0.613
H 2.365 -2.160 0.694
H -0.388 2.869 -0.044
*
```

The total energy comes out at -15134.83160 eV. As for the SMILES: COC(=[N+](C)C)C1(O)C=CC=C1. The calculation puts the HOMO energy at -12.2 eV.



Entry 4:
Entry from the Open Molecules 2025 dataset: 2 unconnected molecules or ions with the total composition C4H11N2 (ωB97M-V/def2-TZVPD).

```
! RIJCOSX wB97M-V def2-TZVPD def2/J DEFGRID3
* xyz 1 1
C 2.208 0.325 -0.076
C -2.305 0.310 0.292
C 3.662 0.181 -0.022
C -3.704 0.081 -0.116
N 1.363 -0.588 0.186
N -1.282 -0.353 -0.070
H 1.813 1.299 -0.361
H -2.124 1.136 0.976
H 4.072 0.923 0.666
H 4.093 0.427 -0.996
H 3.981 -0.815 0.282
H -4.064 0.953 -0.666
H -4.336 -0.016 0.768
H -3.809 -0.805 -0.740
H 1.694 -1.514 0.451
H -1.507 -1.116 -0.712
H 0.244 -0.425 0.138
*
```

The total energy comes out at -7299.98479 eV. The calculation puts the HOMO energy at -14.8 eV.



Entry 5:
Entry from the Open Molecules 2025 dataset: 2 unconnected molecules or ions with the total composition C3H12N2OS in a non-equilibrium geometry (ωB97M-V/def2-TZVPD).

```
! RIJCOSX wB97M-V def2-TZVPD def2/J DEFGRID3
* xyz 0 1
N 2.009 0.208 -0.843
C 0.824 -0.593 -0.565
C 0.747 -0.776 0.950
S -0.395 -2.146 1.355
C -0.427 0.123 -1.095
N -0.256 0.797 -2.354
H 2.052 0.421 -1.831
H -0.510 -1.859 2.657
H 2.874 -0.249 -0.578
H 0.869 -1.601 -1.005
H 0.333 0.090 1.451
H 1.731 -0.954 1.370
H -1.247 -0.593 -1.008
H -0.714 0.892 -0.355
H -0.198 0.271 -3.207
H -0.731 1.681 -2.409
H -2.808 1.133 3.026
H -2.165 1.941 1.917
O -1.989 1.215 2.523
*
```

The total energy comes out at -19168.24907 eV. As for the SMILES: NC[C@@H](N)CS.O. The calculation puts the HOMO energy at -8.6 eV.